Record 1
Molecular formula: C5H4CuO7
Method: DFT, ωB97M-V with the def2-TZVPD basis set

```
17
Properties=species:S:1:pos:R:3:forces:R:3:lowdin_charge:R:1
C -2.148583 1.222333 0.482075 -0.27 -0.19 0.94 -0.49
O -2.211268 -3.211311 0.466797 1.09 0.95 -0.66 -0.03
C -1.057677 -2.775179 0.110849 -1.16 -1.49 0.63 -0.69
H 1.549529 -1.930537 0.206183 0.00 -0.14 0.01 0.12
Cu -1.822620 0.483146 -2.371887 -0.38 1.23 -0.44 0.58
O -0.448711 -3.483131 -1.019504 0.38 -0.05 -0.41 -0.05
H 1.007151 -4.864446 -0.516177 -0.01 0.18 -0.03 0.11
O -2.296257 1.488810 -0.694411 0.18 -0.10 -0.66 -0.07
C 1.204133 -2.941381 0.490048 -0.11 0.04 0.08 -0.19
O -0.047975 -2.886682 1.128346 0.52 0.27 0.32 -0.03
H 1.537382 -3.540275 -1.600256 -0.08 -0.04 0.10 0.11
H 1.940083 -3.391264 1.167362 -0.14 0.10 -0.11 0.12
O -1.415952 -1.015008 -1.521208 0.48 -1.12 -0.47 -0.14
C 0.900752 -3.789746 -0.740001 -0.19 0.02 -0.07 -0.19
O -2.384033 1.667095 1.553713 0.67 -0.98 -0.66 0.15
O -1.341920 -0.431390 0.640426 -0.09 0.73 -0.37 0.08
C -1.208844 -1.277180 -0.313471 -0.90 0.59 1.79 -0.39
```
Forces are in eV/Å.

## Properties
multiplicity = 3
HOMO (spin up / spin down) = -3.87 / -4.65 eV
HOMO-LUMO gap (spin up / spin down) = 7.2 / 5.7 eV
E_tot = -64220.32346 eV
net charge = -1

---

Record 2
Molecular formula: C36H28N2O6PbTe
Method: DFT, ωB97M-V with the def2-TZVPD basis set

```
74
Properties=species:S:1:pos:R:3:forces:R:3:lowdin_charge:R:1
H 4.466257 -1.912315 -5.728177 0.07 -0.43 0.42 0.15
H -5.380510 -1.147864 1.030375 0.34 0.37 0.14 0.13
C 6.521967 -1.564960 -0.248674 -0.39 0.22 -0.52 0.07
C -0.708036 -6.910165 -1.548316 0.23 -0.70 0.43 -0.05
C -3.243568 -1.094998 0.821512 -1.16 -0.05 0.69 -0.15
O 4.750517 -0.867077 2.050216 -0.49 -0.10 -3.58 0.07
C -1.264965 0.065448 0.148507 0.54 2.25 1.10 -0.04
C -2.423203 0.064060 0.876864 -0.68 -0.85 -0.53 0.04
C -1.444700 3.615192 -2.003375 0.06 0.28 0.81 -0.39
C 1.141018 2.891132 3.858560 -1.41 -1.66 -0.58 -0.02
O 4.947160 -2.152224 -4.906394 -1.79 1.44 1.27 0.13
H -1.249831 -5.436791 -2.997389 0.17 0.01 -0.56 0.12
H 1.649700 3.100757 0.510105 -0.28 0.15 0.71 0.07
H -2.847333 0.888333 1.437784 0.57 0.21 0.01 0.13
H -0.653701 0.196253 2.701366 0.33 0.44 0.02 0.12
H -5.388511 5.900401 2.598206 0.31 0.15 0.00 0.12
H -0.908363 -6.323185 1.868027 0.24 -0.36 -0.99 0.13
H -4.547310 -0.629235 2.536760 0.05 0.04 -0.15 0.10
H -0.424388 -7.635526 -2.297522 -0.23 -0.42 0.26 0.12
H -1.405676 -4.109416 1.072185 0.20 0.10 0.15 0.11
H 7.126618 -1.983779 -3.532075 0.06 -0.07 -0.99 0.12
N 4.564122 -1.068744 -1.531764 -0.73 -0.14 0.19 0.03
C -1.187179 -4.888250 0.357826 -0.24 0.66 -1.04 -0.03
C 5.178613 -1.447443 -2.638207 1.19 -0.74 -1.18 -0.18
C -2.671964 6.562460 0.609639 0.14 -1.68 1.34 -0.12
O 3.093349 -0.359403 0.649420 -0.16 0.15 -1.31 -0.25
H -4.589452 3.515949 2.195811 -0.56 0.00 0.54 0.10
H 7.028576 -1.783920 0.710174 -0.65 0.55 -0.58 0.15
C -0.748257 2.284047 -2.010706 0.22 -2.32 -1.58 -0.33
O 0.454167 -1.393464 -0.771049 -3.35 1.18 0.57 -0.10
H -2.596230 3.162390 0.824827 0.21 -0.79 0.18 0.06
C -3.762222 6.754017 1.453932 -0.78 1.88 -0.68 -0.05
H 1.298377 3.312578 4.811430 0.63 0.79 0.74 0.10
C -0.655783 -7.158033 -0.171829 -0.02 -0.14 0.33 -0.03
C -0.331090 1.290562 0.198580 0.53 -0.73 -1.36 -0.25
C -4.467440 5.701174 2.053304 -0.50 0.49 -0.09 -0.06
H -0.040326 1.315247 4.791698 0.04 0.04 0.36 0.11
O -1.528085 -3.210632 -2.844244 0.43 1.11 2.61 0.10
C 0.320546 1.743235 3.876407 0.63 0.07 -1.57 -0.02
C -1.092906 -5.689592 -1.974588 -0.27 2.02 1.39 0.01
C 1.636012 3.392625 2.651183 -0.05 0.27 0.78 -0.05
H -1.244070 4.117372 -2.927904 -0.21 0.26 -0.65 0.04
H -4.597832 -2.281775 1.948589 0.19 -1.59 0.66 0.08
C 1.219403 2.807097 1.478814 -0.13 -0.77 -1.40 -0.10
C -2.967989 -2.146397 -0.071738 0.51 -0.13 -0.15 0.07
H 8.310379 -1.851155 -1.431017 -0.69 -0.06 0.00 0.14
C -0.030668 1.098128 2.665382 -0.23 0.76 0.27 0.02
H 2.297491 4.270842 2.684013 -0.24 -0.60 -0.28 0.13
H -0.494979 -8.167399 0.167532 0.29 -0.14 0.10 0.11
N 0.053322 1.953014 -0.843122 -1.24 1.17 0.56 -0.06
Pb 2.273588 0.089808 -1.410965 0.93 -0.59 0.47 1.63
C -1.727056 -2.173395 -0.676619 -2.75 -2.12 -0.86 -0.05
H -2.535280 3.580235 -1.832432 0.66 0.12 0.25 0.08
C -0.815303 -1.154458 -0.478351 4.85 0.74 -0.51 -0.22
H -2.054445 7.329645 0.188553 -0.30 0.63 -0.18 0.09
C -4.479490 -1.280033 1.666158 0.03 1.70 -1.03 0.00
C -1.433838 -3.323485 -1.607331 -1.13 -0.65 -2.39 -0.29
C 5.164719 -1.162273 -0.362673 0.88 -0.06 1.68 -0.16
H -3.772499 -2.910220 -0.157457 1.12 0.30 -0.25 0.17
O 3.099755 -1.146183 -3.821782 3.17 -1.50 -0.42 -0.04
C 4.276147 -1.592959 -3.836661 -1.11 1.18 -0.87 -0.36
H -1.479040 1.489062 -2.273270 0.15 0.21 0.27 0.13
C -2.904378 4.146032 1.084804 -1.20 2.09 -0.13 -0.10
H -4.172376 7.806934 1.519210 0.55 -1.40 0.24 0.14
Te -0.450643 4.887676 -0.564062 -0.75 -0.36 -0.15 1.63
C 7.218761 -1.694785 -1.458932 0.85 -0.33 1.21 -0.01
C -0.886189 -6.157300 0.770497 -0.25 -0.80 1.04 -0.06
C 0.306147 1.697038 1.432549 0.74 0.07 2.29 -0.18
C 6.568851 -1.718248 -2.674860 -1.85 0.40 0.99 0.05
C -2.234985 5.231037 0.461257 -0.32 -0.30 0.83 -0.54
C -1.290427 -4.639733 -1.010528 0.66 -1.11 -0.88 -0.14
C -4.084666 4.399061 1.866263 2.67 -0.79 -1.74 -0.05
C 4.308233 -0.785252 0.879682 0.72 0.02 3.12 -0.53
H -0.056580 2.293220 -2.863965 -0.01 -0.07 0.19 0.11
```
Forces are in eV/Å.

## Properties
HOMO (spin up / spin down) = -12.64 / -12.55 eV
HOMO-LUMO gap (spin up / spin down) = 2.7 / 2.4 eV
E_tot = -65573.19212 eV
net charge = +2
energy above the lowest of the compared OMol25 structures with the same formula, charge and spin = 35.7 kcal per mole

---

Record 3
Molecular formula: B5F20Pt
Method: DFT, ωB97M-V with the def2-TZVPD basis set

```
26
Properties=species:S:1:pos:R:3:forces:R:3:lowdin_charge:R:1
F -3.345027 -0.878517 -2.428593 -0.08 0.35 -0.11 0.11
F -0.383978 1.952778 0.428585 0.05 -0.28 0.06 0.04
F -1.779879 -1.081102 1.076545 0.36 0.20 -0.11 0.01
B -0.944866 3.032677 1.168711 -0.03 0.82 0.52 -1.22
F 1.956480 1.549589 -3.202976 0.06 -0.10 0.06 0.09
Pt -0.031369 -0.281431 -0.163324 0.75 1.82 1.28 1.55
F 3.663640 0.649905 -1.969968 0.02 0.05 0.05 0.10
F -1.410886 -1.675046 -1.506936 -0.33 -0.34 -0.48 0.02
F -1.942685 2.589654 2.028031 -0.06 -0.12 -0.11 0.12
B 2.245594 -2.019864 0.736116 0.73 0.99 0.37 -1.22
F 1.618291 1.096368 -0.965456 -0.13 -0.27 -0.39 0.01
F -1.804194 0.562886 -1.395952 -0.18 -0.29 -0.23 0.05
F -1.466708 3.984865 0.265170 -0.01 -0.16 -0.08 0.07
F -0.402489 -0.379515 2.786232 0.07 -0.01 -0.02 0.13
B -2.000932 -0.584869 -2.229187 0.28 -0.70 -0.16 -1.24
F 2.150351 -0.572387 0.913987 -0.45 -0.79 0.08 0.03
F 3.435384 -2.302024 0.074919 -0.17 -0.20 -0.16 0.12
F 1.813986 -0.632108 -2.455831 -0.01 -0.02 -0.02 0.11
F 1.101293 -2.340695 -0.030861 -0.14 -0.61 -0.26 0.05
F 2.231263 -2.652683 1.966584 -0.15 -0.15 0.06 0.13
F 0.071379 3.672072 1.928561 -0.03 -0.24 -0.21 0.06
B -1.576936 -1.059806 2.521997 -0.23 -0.33 0.21 -1.23
B 2.281056 0.649107 -2.171978 0.10 0.20 -0.31 -1.23
F -2.681319 -0.452189 3.111526 -0.07 -0.01 0.02 0.11
F -1.295971 -0.423028 -3.411678 -0.38 0.14 -0.16 0.13
F -1.501466 -2.404646 2.925785 0.02 0.04 0.10 0.09
```
Forces are in eV/Å.

## Properties
multiplicity = 3
HOMO (spin up / spin down) = -2.35 / -2.01 eV
HOMO-LUMO gap (spin up / spin down) = 9.9 / 9.0 eV
E_tot = -61008.24096 eV
net charge = -3
energy above the lowest of the compared OMol25 structures with the same formula, charge and spin = 0.0 kcal per mole